Record 1
DFT (the ωB97M-V functional and the def2-TZVPD basis) results for C2H2N2O2 as an isolated structure.

Last column: natural (NBO) charge in e.
Atoms and positions in Å:
O  1.768  0.128  0.485  -0.61
C  0.683  -0.145  -0.197  0.67
N  0.106  -1.314  -0.251  -0.29
O  -1.133  -0.672  0.268  -0.36
C  -1.184  0.584  -0.264  0.38
N  -0.037  1.000  -0.653  -0.50
H  2.109  -0.689  0.883  0.51
H  -2.170  1.055  -0.276  0.21

Summary:
Energy above the lowest of the compared OMol25 structures with the same formula, charge and spin   367.0 kJ/mol
LUMO level   0.478 eV
Orbital gap   10.285 eV
M   86.05 g/mol

---

Record 2
DFT (the ωB97M-V functional and the def2-TZVPD basis) results for one molecule with the formula C2H2N2O2S.

Last column: natural (NBO) charge in e.
Atoms and positions in Å:
C  0.462  -0.185  -0.022  -0.28
C  -1.029  -0.325  0.000  -0.17
N  0.679  1.288  -0.022  -0.17
N  -0.393  1.853  0.005  0.20
O  2.962  -0.698  0.010  -0.87
O  -1.472  1.037  0.024  -0.33
S  1.651  -1.326  0.004  1.19
H  -1.448  -0.810  -0.891  0.22
H  -1.412  -0.834  0.892  0.22

Summary:
Energy above the lowest of the compared OMol25 structures with the same formula, charge and spin   331.2 kJ/mol
LUMO level (alpha / beta)   -1.187 / -1.187 eV
Orbital gap (alpha / beta)   8.306 / 8.307 eV
M   118.12 g/mol

---

Record 3
DFT (the ωB97M-V functional and the def2-TZVPD basis) results for one molecule with the formula C2H2N2O2S.

Last column: natural (NBO) charge in e.
Atoms and positions in Å:
C  -1.410  -0.170  0.059  0.44
C  1.252  -0.275  -0.088  0.17
H  1.033  1.725  0.064  0.39
H  2.294  -0.259  -0.382  0.22
N  0.628  0.869  0.368  -0.33
N  0.630  -1.386  -0.174  -0.12
O  -0.693  0.937  -0.165  -0.35
O  -0.701  -1.277  0.327  -0.37
S  -3.034  -0.165  -0.008  -0.05

Summary:
Energy above the lowest of the compared OMol25 structures with the same formula, charge and spin   342.9 kJ/mol
LUMO level   0.129 eV
Orbital gap   9.293 eV
M   118.12 g/mol

---

Record 4
DFT (the ωB97M-V functional and the def2-TZVPD basis) results for one molecule with the formula C2H2N2O2S.

Last column: natural (NBO) charge in e.
Atoms and positions in Å:
C  0.552  0.094  0.110  -0.27
C  -1.083  0.316  -0.051  -0.17
N  0.668  -1.246  0.101  -0.21
N  -0.392  -1.832  0.045  0.20
O  2.965  0.744  -0.012  -0.89
O  -1.532  -1.063  -0.099  -0.34
S  1.666  1.290  -0.022  1.23
H  -1.305  0.784  0.931  0.21
H  -1.539  0.914  -1.002  0.23

Summary:
Energy above the lowest of the compared OMol25 structures with the same formula, charge and spin   411.0 kJ/mol
LUMO level (alpha / beta)   -1.375 / -1.374 eV
Orbital gap (alpha / beta)   8.018 / 8.020 eV
M   118.12 g/mol